one) # C5H8NO

A gas-phase ion, C5H8NO (charge +1) (the ωB97M-V functional and the def2-TZVPD basis, OMol25).

Computed properties:
- Total charge: +1

```
15
Properties=species:S:1:pos:R:3:mulliken_charge:R:1
C -1.476 -0.058 -0.415 -0.25
C -0.302 -0.637 -0.713 -0.27
C -1.531 1.260 0.245 -0.55
C 1.002 -0.269 -0.519 0.38
C 2.059 -1.146 -0.129 -1.23
N -0.424 1.421 1.154 0.18
O -0.796 1.792 2.259 -0.29
H -2.320 -0.622 -0.554 0.48
H -0.415 -1.672 -0.741 0.33
H -1.510 2.164 -0.500 0.32
H -2.536 1.435 0.799 0.41
H 1.320 0.704 -0.878 0.37
H 1.673 -2.074 0.419 0.36
H 2.672 -0.648 0.558 0.39
H 2.583 -1.649 -0.986 0.37
```



two) # C5H8NO

A molecular structure, C5H8NO (the ωB97M-V functional and the def2-TZVPD basis, OMol25).

Computed properties:
- Total charge: +1

```
15
Properties=species:S:1:pos:R:3:mulliken_charge:R:1
C -0.508 0.768 -0.062 -0.22
C -0.170 -0.470 -0.649 0.21
C 0.033 1.259 1.110 0.49
C -0.637 -0.712 -2.006 -1.15
C 0.804 0.698 2.233 -1.14
N -0.244 3.142 1.484 0.19
O -0.681 3.738 0.592 -0.15
H -0.992 1.627 -0.679 0.26
H 0.406 -1.087 0.058 0.34
H -1.463 -0.124 -2.377 0.38
H 0.121 -0.521 -2.696 0.36
H -0.865 -1.856 -2.233 0.34
H 1.836 1.159 2.390 0.34
H 0.103 0.948 3.215 0.31
H 1.040 -0.269 2.149 0.45
```



three) # C5H8NO

2 unconnected molecules or ions with the total composition C5H8NO (the ωB97M-V functional and the def2-TZVPD basis, OMol25).

Computed properties:
- Total charge: +1

```
15
Properties=species:S:1:pos:R:3:mulliken_charge:R:1
C 2.423 -0.162 -0.588 -0.79
C 2.180 0.986 -0.522 0.07
C -1.167 -0.956 -0.232 -0.55
C -1.709 0.415 -0.722 0.03
C -0.284 0.948 0.849 -0.65
N -0.303 -0.555 0.977 -0.05
O -1.217 1.379 -0.064 -0.14
H 2.874 -1.106 -0.903 0.36
H -1.874 -1.696 0.016 0.41
H -0.621 -1.446 -0.934 0.32
H 2.153 2.027 -0.654 0.46
H -2.414 0.472 -1.643 0.35
H -0.069 1.538 1.615 0.51
H -0.631 -0.943 1.879 0.40
H 0.659 -0.900 0.927 0.28
```



four) # C5H8NO

A molecular structure, C5H8NO (the ωB97M-V functional and the def2-TZVPD basis, OMol25).

Computed properties:
- Total charge: +1

```
15
Properties=species:S:1:pos:R:3:mulliken_charge:R:1
C 2.361 1.221 -0.305 0.00
C 0.342 0.889 1.160 -0.31
C -2.285 -0.965 -0.570 -0.99
C -0.730 0.504 0.757 0.03
C -2.081 0.129 0.492 -0.39
N 3.086 0.275 -0.323 0.22
O 3.357 -0.955 0.047 -0.25
H 2.392 2.248 -0.684 0.42
H -2.088 -1.990 -0.162 0.34
H -1.599 -0.777 -1.411 0.30
H -3.281 -0.698 -0.950 0.31
H 4.239 -1.136 -0.429 0.44
H 1.456 0.830 0.719 0.33
H -2.713 0.998 0.366 0.33
H -2.456 -0.573 1.294 0.21
```



Here are the energies relative to the best structure, in kJ/mol: one) 0.0; two) 64.1; three) 127.2; four) 322.7.



one) # C3H4O2

A molecular structure, C3H4O2 (the ωB97M-V functional and the def2-TZVPD basis, OMol25).

```
9
Properties=species:S:1:pos:R:3:mulliken_charge:R:1
C -1.657 -0.032 0.585 0.17
C -0.458 -0.084 -0.155 0.18
C 1.564 -0.035 -0.358 -0.63
O -1.352 1.008 -0.426 -0.43
O -1.424 -1.150 -0.279 -0.45
H -1.995 0.250 1.600 0.32
H 1.440 0.417 -1.322 0.28
H 2.144 -0.897 -0.297 0.32
H 1.739 0.524 0.650 0.24
```



two) # C3H4O2

2 unconnected molecules or ions with the total composition C3H4O2 (the ωB97M-V functional and the def2-TZVPD basis, OMol25).

```
9
Properties=species:S:1:pos:R:3:mulliken_charge:R:1
O 2.478 -0.883 -0.989 -0.23
C 1.581 -0.457 -0.420 0.16
C -0.170 0.871 0.185 -0.62
C -0.710 -0.460 0.302 0.16
O -0.266 -1.313 -0.565 -0.58
H -0.064 1.272 -0.819 0.32
H -0.229 1.592 1.002 0.30
H -1.664 0.184 -0.015 0.17
H -0.937 -0.781 1.333 0.32
```



Here are the energies relative to the best structure, in kJ/mol: one) 241.7; two) 0.0.



one) # C3H4O2

2 unconnected molecules or ions with the total composition C3H4O2 (the ωB97M-V functional and the def2-TZVPD basis, OMol25).

```
9
Properties=species:S:1:pos:R:3:mulliken_charge:R:1
C -0.366 0.480 -1.659 0.21
C 0.094 -0.637 -1.109 -0.78
C 0.561 -0.163 1.091 -0.08
O -1.377 -0.242 -0.898 -0.32
O -0.537 0.400 1.244 -0.54
H -0.848 1.170 -2.186 0.46
H 1.527 0.288 0.915 0.31
H 0.597 -1.197 1.480 0.26
H -1.358 0.193 0.204 0.48
```



two) # C3H4O2

C3H4O2 in the gas phase (the ωB97M-V functional and the def2-TZVPD basis, OMol25).

Computed properties:
- SMILES: CC(=O)C=O

```
9
Properties=species:S:1:pos:R:3:mulliken_charge:R:1
C -0.912 0.697 0.248 -0.82
C -0.096 -0.552 0.122 0.56
O -0.415 -1.588 0.669 -0.50
C 1.253 -0.491 -0.532 0.01
O 1.633 0.466 -1.159 -0.45
H -1.133 0.501 1.293 0.29
H -1.787 0.760 -0.433 0.25
H -0.358 1.634 0.164 0.29
H 1.814 -1.426 -0.372 0.36
```



Here are the energies relative to the best structure, in kJ/mol: one) 576.6; two) 0.0.



one) # C4H4N4

C4H4N4 in the gas phase (the ωB97M-V functional and the def2-TZVPD basis, OMol25).

Computed properties:
- SMILES: [H]/N=c1/ccnncn1

```
12
Properties=species:S:1:pos:R:3:mulliken_charge:R:1
H 2.473 -1.006 0.745 0.34
N 2.237 0.074 0.432 -0.61
C 1.109 0.111 0.119 0.48
C 0.308 1.287 -0.067 -0.15
C -1.121 1.254 -0.219 -0.30
N -1.911 0.210 0.397 -0.06
N -1.480 -0.938 0.570 -0.32
C -0.563 -1.550 -0.299 0.10
N 0.710 -1.178 -0.310 -0.50
H 1.120 2.083 -0.437 0.27
H -1.893 2.131 -0.298 0.35
H -0.988 -2.477 -0.633 0.39
```



two) # C4H4N4

C4H4N4 in the gas phase (the ωB97M-V functional and the def2-TZVPD basis, OMol25).

Computed properties:
- SMILES: [H]/N=c1/ccnncn1

```
12
Properties=species:S:1:pos:R:3:mulliken_charge:R:1
H -2.820 0.330 0.949 0.30
N -2.412 0.531 0.038 -0.71
C -1.149 0.231 -0.072 0.54
C -0.336 -0.218 -1.280 -0.22
C 1.121 -0.273 -1.203 -0.23
N 2.071 0.387 -0.389 -0.14
N 1.777 0.628 0.797 -0.31
C 0.576 0.019 1.469 0.15
N -0.664 -0.191 1.133 -0.46
H -1.027 -0.534 -2.032 0.37
H 1.800 -0.895 -1.858 0.34
H 1.064 -0.014 2.447 0.38
```



three) # C4H4N4

C4H4N4 in the gas phase (the ωB97M-V functional and the def2-TZVPD basis, OMol25).

Computed properties:
- SMILES: [H]/N=c1/ccncnn1

```
12
Properties=species:S:1:pos:R:3:mulliken_charge:R:1
H -2.407 0.362 1.456 0.28
N -1.630 -0.316 1.591 -0.63
C -0.958 -0.355 0.530 0.48
C 0.146 -1.276 0.218 -0.33
C 1.308 -0.775 -0.236 -0.08
N 1.613 0.563 -0.383 -0.45
C 0.721 1.460 -0.640 -0.04
N -0.577 1.250 -1.103 -0.13
N -1.351 0.377 -0.657 -0.23
H -0.005 -2.320 0.409 0.37
H 2.116 -1.459 -0.445 0.39
H 1.024 2.487 -0.739 0.38
```



Here are the energies relative to the best structure, in kJ/mol: one) 288.9; two) 198.1; three) 0.0.



one) # C4H4N4

C4H4N4 in the gas phase (the ωB97M-V functional and the def2-TZVPD basis, OMol25).

Computed properties:
- SMILES: [H]/N=c1/cnccnn1

```
12
Properties=species:S:1:pos:R:3:mulliken_charge:R:1
H -1.509 1.224 1.746 0.29
N -0.969 0.275 1.993 -0.59
C -0.736 -0.226 0.787 0.30
C 0.167 -1.421 0.468 0.13
N 1.266 -1.118 -0.119 -0.42
C 1.519 0.257 -0.378 -0.16
C 0.722 1.095 -1.059 -0.13
N -0.604 0.780 -1.317 -0.20
N -1.380 0.110 -0.505 -0.27
H -0.151 -2.512 0.789 0.30
H 2.480 0.735 -0.264 0.31
H 0.963 2.011 -1.543 0.43
```



two) # C4H4N4

C4H4N4 in the gas phase (the ωB97M-V functional and the def2-TZVPD basis, OMol25).

Computed properties:
- SMILES: C1=NCc2cnnn21

```
12
Properties=species:S:1:pos:R:3:mulliken_charge:R:1
C 1.341 -1.106 -0.045 0.03
N 2.091 -0.017 0.112 -0.49
C 1.178 1.204 0.060 -0.21
C -0.030 0.573 -0.165 0.22
C -1.343 1.006 0.038 -0.35
N -2.149 -0.062 -0.048 -0.21
N -1.304 -1.142 0.176 -0.61
N -0.030 -0.678 -0.062 0.51
H 1.725 -2.181 -0.508 0.30
H 1.399 1.552 0.970 0.32
H 1.604 1.778 -0.858 0.22
H -1.865 2.086 -0.179 0.27
```



Here are the energies relative to the best structure, in kJ/mol: one) 0.0; two) 44.7.



one) # C4H4N4

C4H4N4 in the gas phase (the ωB97M-V functional and the def2-TZVPD basis, OMol25).

Computed properties:
- SMILES: [H]/N=C/N=C1N=CC=N1

```
12
Properties=species:S:1:pos:R:3:mulliken_charge:R:1
H 3.781 0.568 -0.127 0.30
N 3.287 -0.287 -0.123 -0.54
C 2.049 -0.009 0.040 0.16
N 1.023 -0.980 0.077 -0.46
C -0.156 -0.629 0.078 0.54
N -1.299 -1.423 -0.053 -0.47
C -2.291 -0.638 -0.017 -0.02
C -1.833 0.828 -0.006 -0.13
N -0.536 0.856 -0.031 -0.43
H 1.719 0.975 0.409 0.28
H -3.310 -0.990 -0.134 0.39
H -2.434 1.729 -0.112 0.38
```



two) # C4H4N4

C4H4N4 in the gas phase (the ωB97M-V functional and the def2-TZVPD basis, OMol25).

Computed properties:
- SMILES: [H]/N=c1/ccncnn1

```
12
Properties=species:S:1:pos:R:3:mulliken_charge:R:1
H 1.412 -0.253 -2.663 0.29
N 1.278 -0.885 -1.784 -0.67
C 0.420 -0.562 -0.954 0.53
C -0.047 -1.161 0.269 -0.23
C -0.541 -0.581 1.347 -0.10
N -0.356 0.767 1.660 -0.41
C -0.273 1.592 0.661 0.00
N -0.814 1.463 -0.672 -0.22
N -0.487 0.481 -1.406 -0.12
H 0.310 -2.294 0.434 0.24
H -1.077 -1.161 2.155 0.36
H 0.176 2.596 0.952 0.33
```



Here are the energies relative to the best structure, in kJ/mol: one) 0.0; two) 178.4.